1.
The following is a quantum chemistry calculation of a cluster of 2 separate species, C7H7N in total in a non-equilibrium geometry, from the Open Molecules 2025 dataset.

Last column: Mulliken charge in e.
CARTESIAN COORDINATES (ANGSTROEM)
N  0.004  2.649  0.373  -0.4280
C  0.534  1.648  0.156  -0.0040
C  1.277  0.488  -0.046  0.5918
C  1.738  -0.578  0.556  -0.3795
C  2.228  -0.365  -0.847  -0.5590
H  2.006  -1.344  1.339  0.3284
H  3.105  0.083  -1.253  0.2806
H  1.611  -0.870  -1.589  0.1867
C  -1.342  -0.965  -0.021  -0.2958
C  -1.398  -0.052  0.874  -0.3230
C  -2.375  0.028  -0.280  -0.5978
H  -0.668  -1.808  -0.236  0.3627
H  -1.181  0.378  1.903  0.3971
H  -3.382  -0.130  -0.041  0.2311
H  -2.158  0.839  -0.887  0.2086

Highest occupied orbital energy in hartree: -0.341
Gap between HOMO and LUMO in eV: 9.4
Largest force on an atom in eV Å⁻¹: 2.9

***

2.
The following is a quantum chemistry calculation of the ion C7H7N2 with charge +1 in a non-equilibrium geometry, from the Open Molecules 2025 dataset.

Last column: Mulliken charge in e.
CARTESIAN COORDINATES (ANGSTROEM)
H  -2.726  -1.704  -0.507  0.2924
N  -2.237  -1.125  0.164  -0.5625
C  -1.185  -0.547  -0.227  0.4912
C  -0.535  -0.867  -1.509  -0.6038
C  0.769  -1.173  -1.539  -0.2168
C  1.567  -1.019  -0.343  -0.2696
C  1.114  -0.322  0.703  -0.6073
C  -0.230  0.329  0.623  0.2333
C  -0.222  1.560  1.035  0.2341
N  -0.204  2.708  1.554  -0.2573
H  -1.188  -1.056  -2.347  0.4062
H  1.234  -1.568  -2.428  0.4212
H  2.545  -1.473  -0.308  0.4129
H  1.706  -0.134  1.582  0.4207
H  0.018  3.541  1.009  0.3007
H  -0.428  2.849  2.538  0.3045

Highest occupied orbital energy in hartree: -0.481
Gap between HOMO and LUMO in eV: 8.1
Total charge: +1
Largest force on an atom in eV Å⁻¹: 2.1

***

3.
The following is a quantum chemistry calculation of an isolated molecule of C7H7N3 in a non-equilibrium geometry, from the Open Molecules 2025 dataset.

Last column: Mulliken spin population.
CARTESIAN COORDINATES (ANGSTROEM)
C  -2.115  1.188  -2.064  0.2371
C  -1.211  0.227  -1.910  0.0760
C  -1.243  1.475  0.096  0.0465
C  -2.090  2.122  -0.918  0.2862
C  -0.643  0.338  -0.557  0.2124
C  -2.909  1.877  0.631  0.0154
C  0.336  -0.418  0.041  0.5345
N  -3.136  2.809  -0.232  0.0855
N  1.941  -0.788  1.853  0.1252
N  0.877  -0.224  1.244  0.3499
H  -2.928  1.350  -2.790  0.0119
H  -1.034  -0.539  -2.596  0.0065
H  -0.645  1.900  0.997  -0.0021
H  0.495  -1.280  -0.584  0.0424
H  1.699  -0.836  2.796  0.0071
H  2.399  -1.652  1.341  -0.0001
H  0.575  0.617  1.707  -0.0344

Highest occupied orbital energy (spin up / spin down) in hartree: -0.193 / -0.295
2S+1: 3
Gap between HOMO and LUMO (spin up / spin down) in eV: 5.7 / 6.0
Largest force on an atom in eV Å⁻¹: 4.4

***

4.
The following is a quantum chemistry calculation of the ion C7H7N3O with charge +2 in a non-equilibrium geometry, from the Open Molecules 2025 dataset.

Last column: Mulliken charge in e.
CARTESIAN COORDINATES (ANGSTROEM)
C  1.882  2.523  1.440  0.2064
N  1.709  1.504  0.890  -0.0467
C  1.469  0.259  0.450  0.2500
N  2.499  -0.481  -0.045  -0.3147
C  -0.002  -0.136  0.246  0.8924
C  -0.969  0.839  0.171  -0.2580
C  -2.135  0.502  -0.398  -0.4178
C  -2.360  -0.759  -0.835  -0.2746
C  -1.437  -1.837  -0.651  0.1227
O  -1.584  -2.934  -1.098  -0.3904
N  -0.218  -1.417  -0.051  -0.2376
H  1.808  3.537  1.794  0.4724
H  2.315  -1.480  -0.432  0.2251
H  3.420  -0.164  -0.190  0.2508
H  -0.886  1.837  0.535  0.3105
H  -2.724  1.394  -0.549  0.4198
H  -3.298  -0.976  -1.423  0.4270
H  0.511  -2.210  0.147  0.3628

Highest occupied orbital energy (spin up / spin down) in hartree: -0.655 / -0.630
Gap between HOMO and LUMO (spin up / spin down) in eV: 7.3 / 5.9
Total charge: +2
Largest force on an atom in eV Å⁻¹: 4.6

***

Q: Number 2 is which compound?
A: C7H7N2